Record 1
A structure of composition C36H45Cl2CuNOP2Te, computed with ωB97M-V/def2-TZVPD.

## Properties
Calculated total energy, eV: -137155.111
ΔE to the lowest compared entry with this formula, charge and spin, kJ/mol: 32.3
LUMO (alpha / beta), hartree: 0.0184 / -0.0174
⟨S²⟩: 0.7622

ORCA input file:
```
! RIJCOSX wB97M-V def2-TZVPD def2/J DEFGRID3
* xyz 0 2
Cu -0.97724 -0.36379 2.71160
Cl -5.14525 -1.20743 1.74635
C -4.44530 -1.35599 0.12114
Cl -2.69376 -1.49651 0.16118
H -4.69421 -0.45972 -0.43949
H -4.85880 -2.24759 -0.33771
C -1.78110 -2.59154 5.13612
P -1.12929 -2.52557 3.42808
C -2.15323 -3.80240 2.62547
C 0.50738 -3.35963 3.63000
C 0.55770 -4.74876 3.77995
C 1.75985 -5.40549 3.96585
C 2.94404 -4.68232 4.00804
C 2.90652 -3.30915 3.86266
C 1.70344 -2.63013 3.67246
P 1.62661 -0.80609 3.50893
C 2.40185 -0.26296 5.07535
C 2.95825 -0.44911 2.31130
H -1.68397 -3.59230 5.56224
H -2.83296 -2.30232 5.12064
H -1.24322 -1.88163 5.76463
H -2.26255 -4.68922 3.24980
H -1.73599 -4.07918 1.65787
H -3.14288 -3.37464 2.45781
H -0.34977 -5.33343 3.74820
H 1.77202 -6.48150 4.07721
H 3.88789 -5.18921 4.15576
H 3.83335 -2.74939 3.89617
H 3.39579 -0.69039 5.22637
H 1.76767 -0.53645 5.91889
H 2.47968 0.82490 5.06064
H 3.92141 -0.88188 2.58949
H 3.07275 0.63502 2.23807
H 2.66531 -0.81568 1.32648
C 2.89236 0.08347 -7.13045
C 2.33805 0.16795 -5.73699
C 1.79126 1.34616 -5.25041
C 1.26876 1.44644 -3.96429
C 0.72500 2.77914 -3.53481
C 1.27109 0.31703 -3.13467
Te 0.45225 0.42986 -1.15688
N -0.33817 0.98974 1.21053
C -0.00151 1.84299 2.12530
O -0.46336 1.61707 3.30770
C 0.85332 3.06412 1.95461
C 0.71214 4.07528 2.90272
C 1.47282 5.22951 2.81434
C 2.39680 5.38018 1.78849
C 2.55455 4.36898 0.85292
C 1.78361 3.21802 0.93478
C -1.49904 0.94438 -1.82681
C -2.19424 0.01571 -2.61704
C -1.58749 -1.26872 -3.10190
C -3.51284 0.28088 -2.97287
C -4.16631 1.43354 -2.56528
C -5.59431 1.70622 -2.94909
C -3.45173 2.34460 -1.80580
C -2.12355 2.13462 -1.43646
C -1.46189 3.24691 -0.67391
C 1.84525 -0.87284 -3.59739
C 1.92082 -2.14361 -2.79106
C 2.36408 -0.92631 -4.88806
H 2.86933 1.05415 -7.62392
H 2.31669 -0.61444 -7.74155
H 3.92614 -0.26598 -7.12691
H 1.77903 2.22461 -5.88632
H 1.07137 3.56140 -4.20886
H 1.04134 3.03628 -2.52312
H -0.36677 2.78520 -3.53790
H -0.00022 3.93709 3.70400
H 1.34652 6.01283 3.55046
H 2.99181 6.28167 1.72182
H 3.27824 4.47184 0.05502
H 1.90842 2.43119 0.20037
H -1.08483 -1.80030 -2.29223
H -0.84309 -1.08831 -3.87817
H -2.36198 -1.91728 -3.51208
H -4.04046 -0.44522 -3.58214
H -6.04586 0.84570 -3.44267
H -5.66035 2.55315 -3.63437
H -6.20052 1.95184 -2.07554
H -3.92758 3.26959 -1.49716
H -1.73198 4.20207 -1.12918
H -0.37890 3.16460 -0.66093
H -1.79419 3.25822 0.36427
H 1.68165 -2.00618 -1.73903
H 2.92143 -2.57139 -2.85721
H 1.22294 -2.88542 -3.18652
H 2.80214 -1.85679 -5.23492
*
```

Record 2
A structure of composition C36H45F3MoN11OS2Se in a non-equilibrium geometry, computed with ωB97M-V/def2-TZVPD.

## Properties
Calculated total energy, eV: -153522.689
ΔE to the lowest compared entry with this formula, charge and spin, kJ/mol: 196.4
LUMO (alpha / beta), hartree: -0.1430 / -0.1178
⟨S²⟩: 2.0420

ORCA input file:
```
! RIJCOSX wB97M-V def2-TZVPD def2/J DEFGRID3
* xyz 1 3
Mo 0.07942 -2.43096 -0.17015
N 1.16492 1.43424 -2.04635
C 0.62852 0.27214 -1.65665
S 1.76382 -1.01366 -1.26725
N -0.65028 0.10314 -1.61575
N -1.06458 -1.11996 -1.24205
C -2.29278 -1.42156 -1.57405
C -2.77138 -2.75286 -1.64575
C -4.13828 -3.01226 -1.85795
C -4.58398 -4.28756 -2.09075
C -3.67838 -5.34986 -2.17005
C -2.33508 -5.13426 -1.98195
C -1.85048 -3.85026 -1.67355
O -0.58408 -3.65716 -1.42845
H 2.14632 1.45324 -2.26575
H 0.56102 2.15924 -2.39625
H -2.93568 -0.61716 -1.92105
H -4.83958 -2.19196 -1.81605
H -5.63798 -4.47126 -2.21485
H -4.04058 -6.34296 -2.38425
H -1.62828 -5.95116 -2.02355
F -2.67748 -4.53676 4.03075
C -3.75708 -3.99446 3.44785
F -4.18818 -4.87666 2.53135
F -4.70298 -3.94116 4.39965
C -3.48488 -2.64346 2.84905
C -4.23638 -1.53346 3.19655
C -3.97888 -0.32406 2.56575
C -2.97428 -0.27966 1.61385
N -2.23538 -1.32646 1.29225
C -2.46768 -2.49456 1.88845
S -1.46358 -3.80086 1.39195
H -5.01908 -1.61486 3.93535
H -4.55098 0.55234 2.81145
H -2.75108 0.62544 1.06915
C -2.37818 5.66084 -2.56145
C -1.40238 4.54794 -2.18935
C -2.01508 3.48904 -1.26905
C -2.16508 3.92734 0.19115
N -0.90638 4.32964 0.76785
C 0.09692 3.49264 1.11965
Se -0.02168 1.67824 1.24435
N 1.17912 4.22274 1.47095
C 2.45932 3.65834 1.82675
C 3.18852 3.04004 0.63035
C 3.80332 4.03664 -0.35195
C 2.79672 4.82264 -1.18855
C 0.85172 5.55874 1.40515
C 1.56612 6.70944 1.70845
C 0.91712 7.92094 1.55765
C -0.40738 7.98814 1.13225
C -1.12528 6.84824 0.82185
C -0.47868 5.62724 0.95295
H -1.91058 6.35394 -3.25735
H -2.69928 6.22834 -1.69225
H -3.26078 5.24254 -3.04075
H -0.50888 4.97964 -1.72875
H -1.08728 4.05774 -3.11365
H -1.40788 2.58014 -1.28825
H -3.00758 3.22654 -1.63605
H -2.54998 3.08364 0.77005
H -2.85468 4.76584 0.28515
H 2.27882 2.87144 2.56625
H 3.06412 4.44314 2.28305
H 2.49902 2.37944 0.10175
H 3.99122 2.41664 1.02625
H 4.44092 3.46914 -1.03405
H 4.44632 4.73264 0.19175
H 2.07552 4.15054 -1.65475
H 3.32082 5.35914 -1.97785
H 2.25602 5.55434 -0.59275
H 2.58772 6.66264 2.04965
H 1.44822 8.83224 1.78115
H -0.88668 8.95134 1.05415
H -2.15348 6.91854 0.50405
C 1.22022 -0.79026 3.89125
C 0.87812 -1.19566 2.57025
N 0.61402 -1.54886 1.49835
H 2.00042 -1.44556 4.28455
H 0.33962 -0.84016 4.53545
H 1.58602 0.23664 3.86775
C 4.87252 -5.42636 -1.80075
C 3.97632 -6.64156 -1.56895
C 2.78882 -6.62176 -2.52835
C 3.52402 -6.71946 -0.09385
N 2.83002 -5.52666 0.28575
C 1.58282 -5.13736 -0.02145
N 1.45552 -3.87756 0.36555
N 2.62122 -3.53836 0.92515
N 3.43222 -4.50376 0.87305
H 5.29432 -5.46526 -2.80105
H 5.68932 -5.39826 -1.08365
H 4.31462 -4.49466 -1.71635
H 4.55802 -7.55036 -1.75205
H 2.23802 -5.68456 -2.45795
H 2.10882 -7.44736 -2.33225
H 3.14392 -6.71316 -3.55085
H 4.39222 -6.80376 0.56245
H 2.86342 -7.57566 0.06135
H 0.81032 -5.73716 -0.45975
*
```

Record 3
A cluster of 5 separate species, C36H45N2O6P in total in a non-equilibrium geometry, computed with ωB97M-V/def2-TZVPD.

## Properties
Calculated total energy, eV: -62607.161
SMILES: CCCOC[C@](C#N)([C@](O)(C#N)CCCCO)P(=O)(O)O.c1ccccc1.c1ccccc1.c1ccccc1.c1ccccc1
LUMO, hartree: -0.0133

ORCA input file:
```
! RIJCOSX wB97M-V def2-TZVPD def2/J DEFGRID3
* xyz 0 1
C -3.18343 -3.57778 0.98923
C -3.19814 -3.21378 -0.61532
C -2.85047 -1.62668 -0.92915
O -2.59778 -0.82615 0.30067
C -2.55603 0.58193 -0.16284
C -1.24347 1.42503 0.34042
C 0.04297 0.35846 0.27229
N 1.10179 -0.41755 0.15972
C -1.30374 1.94929 1.89230
O -0.20615 2.91039 2.07978
C -0.93182 0.63765 2.86009
N -0.67368 -0.41018 3.60673
C -2.77215 2.47726 2.39428
C -2.73866 3.82627 3.33366
C -2.04875 3.62547 4.80658
C -0.55785 4.28501 4.97566
O -0.31771 5.50231 4.18563
P -0.78251 2.82516 -0.92922
O -1.53649 4.18574 -0.61146
O 0.97767 3.00353 -0.76877
O -1.06401 2.37493 -2.58752
H -3.24171 -4.75756 1.16071
H -2.17451 -3.14497 1.42775
H -4.13204 -3.06379 1.49716
H -2.39669 -3.91293 -1.13751
H -4.23626 -3.48959 -1.13585
H -1.85257 -1.63322 -1.58134
H -3.77673 -1.21829 -1.55511
H -2.47315 0.51793 -1.35206
H -3.58911 1.08531 0.05734
H -0.43843 3.82987 1.75700
H -3.27892 1.59363 3.01679
H -3.46074 2.74953 1.45874
H -3.88039 4.11157 3.53327
H -2.30035 4.69953 2.68992
H -2.77861 3.94850 5.68880
H -1.90962 2.44844 4.94898
H 0.32465 3.49534 4.82503
H -0.46717 4.61261 6.12012
H 0.65382 5.47586 3.87103
H 1.20290 3.98083 -0.66020
H -0.56437 1.51899 -2.79257
C -5.67137 -6.78532 -0.58700
C -6.55488 -6.10692 0.25201
C -7.34522 -6.81762 1.15483
C -7.24469 -8.20737 1.22553
C -6.35840 -8.88541 0.38909
C -5.57480 -8.17544 -0.52024
H -5.05806 -6.23138 -1.29287
H -6.62815 -5.02341 0.20165
H -8.03840 -6.28929 1.80374
H -7.85697 -8.76097 1.93246
H -6.27900 -9.96831 0.44546
H -4.88846 -8.70448 -1.17555
C -3.27718 5.04622 -6.40547
C -2.58749 4.41911 -5.36825
C -2.61167 4.96330 -4.08448
C -3.33446 6.13042 -3.83564
C -4.02724 6.75543 -4.87213
C -3.99539 6.21631 -6.15793
H -3.25529 4.62369 -7.40659
H -2.02995 3.50589 -5.56077
H -2.06867 4.47812 -3.27796
H -3.35745 6.55197 -2.83420
H -4.59179 7.66407 -4.67767
H -4.53069 6.70654 -6.96633
C 4.05658 -2.49074 -2.02054
C 5.30500 -2.95619 -2.43235
C 6.39664 -2.88524 -1.56742
C 6.23736 -2.35735 -0.28582
C 4.98804 -1.89537 0.12727
C 3.89848 -1.95778 -0.74101
H 3.20682 -2.54306 -2.69612
H 5.42747 -3.37383 -3.42857
H 7.37074 -3.24181 -1.89097
H 7.08687 -2.30649 0.39010
H 4.86373 -1.48552 1.12663
H 2.92659 -1.59271 -0.42080
C 11.83099 0.09955 1.99325
C 11.89951 0.46237 0.64847
C 10.78821 0.29513 -0.17727
C 9.60409 -0.22629 0.34474
C 9.53446 -0.58560 1.69045
C 10.64871 -0.42701 2.51400
H 12.69836 0.22685 2.63568
H 12.82010 0.87507 0.24341
H 10.84402 0.57166 -1.22662
H 8.73642 -0.35213 -0.29746
H 8.61109 -0.99040 2.09747
H 10.59581 -0.71218 3.56103
*
```